No. 1
C31H32N9OS2W | ωB97M-V/def2-TZVPD

Output
E_HOMO (spin up / spin down): -15.66 / -15.90 eV
2S+1: 3
E: -2631.136031 a.u.
Max |F|: 1.0 eV/Å
Net charge: +3
Gap between HOMO and LUMO (spin up / spin down): 0.2378 / 0.2221 Ha
Relative energy (zero: lowest compared OMol25 entry of this formula, charge and spin): 2.423 eV
⟨S²⟩: 2.078

Geometry (Å):
C (1.406709, -3.397052, -0.875253)
H (-4.165638, -4.308882, 4.348204)
C (2.415630, 1.695196, -3.092379)
C (-1.385971, -0.694217, 1.595558)
W (0.890861, 0.900710, 0.300318)
C (-2.577325, -2.870091, 4.427279)
H (5.537001, 1.525771, -1.990166)
H (1.515835, 1.697799, 3.516570)
H (-2.011612, -1.369869, -2.882806)
N (4.523594, 1.579239, -1.960011)
H (-1.651218, 4.469376, 4.371712)
H (1.759129, 1.694762, -6.413058)
C (-3.400782, 0.709543, 0.994713)
H (-1.040452, -1.397426, 4.220361)
H (-4.013249, 0.122606, 1.667047)
H (1.255869, -5.502598, -0.502122)
H (1.007878, -1.907412, -3.342114)
C (-3.153025, -2.399293, 1.752009)
C (-1.105382, 2.519907, 0.102809)
C (4.473243, 1.482469, -4.382387)
H (-0.792476, -0.079515, -2.995803)
C (-3.879466, -3.348674, 2.455003)
H (-3.378255, -2.222188, 0.706515)
C (0.635122, 2.258364, 3.237110)
C (0.589851, -4.642470, -0.540305)
C (1.854716, 1.877060, -1.797851)
C (-2.079696, 0.317925, 0.864838)
C (-4.017276, 1.770790, 0.342865)
C (1.668905, 1.742457, -4.283497)
N (2.627944, 1.829961, -0.677167)
C (-1.603420, 3.624265, 2.392178)
H (2.046634, -3.081120, -0.050685)
H (-2.469592, 4.153161, 2.019714)
N (-1.235647, 1.007428, -0.069783)
C (-1.831373, -1.943899, 3.721782)
N (0.522448, 2.014969, -1.574085)
H (0.096271, -4.537716, 0.425145)
N (0.297876, 2.717354, -0.351655)
H (-0.166814, -4.857343, -1.296410)
C (-0.013701, 3.113065, 4.117003)
N (0.620068, -1.644001, 2.124352)
H (0.599783, 1.891696, -4.234073)
H (3.633103, -2.189635, 3.024888)
H (-1.553506, 0.849955, -1.028680)
C (2.317716, 1.644055, -5.488679)
H (0.379026, 3.239532, 5.116004)
C (-1.139467, 3.794629, 3.698155)
H (-4.222029, 3.439691, -0.987944)
H (2.013937, -3.507504, -1.775100)
H (-1.932832, 4.115782, -1.174454)
H (2.201941, -3.124513, 3.298412)
H (-4.668980, -3.899644, 1.962662)
H (4.555729, 1.590391, 0.096405)
H (-0.261411, -3.117200, -3.053503)
C (0.037203, -2.080853, -2.871580)
C (-0.910520, 2.769021, 1.582764)
H (5.552042, 1.398836, -4.425071)
S (2.712685, 0.033807, 1.684230)
N (0.182653, 2.090997, 1.994437)
H (-2.365675, -3.044555, 5.473344)
C (-3.593536, -3.577225, 3.793310)
H (4.217612, 1.440652, -6.491423)
C (-2.124206, -1.694755, 2.381602)
C (3.939730, 1.655664, -0.791542)
O (1.267497, -0.761752, -0.949169)
C (3.809321, 1.577986, -3.166589)
N (2.650170, -2.331013, 2.866882)
N (-0.070292, -0.639425, 1.496703)
S (0.324954, -1.999137, -1.124768)
H (-1.135231, -1.109918, -4.383977)
C (-2.196889, 3.243312, -0.590224)
C (3.717529, 1.508712, -5.534105)
H (-5.086899, 1.839307, 0.499085)
C (-1.041056, -1.097848, -3.298951)
C (1.893204, -1.411178, 2.252712)
C (-3.476501, 2.841709, -0.477283)

Force components x, y, z for each atom (eV/Å):
0.11 -0.13 -0.05
0.00 0.01 0.00
-0.11 0.09 -0.10
-0.35 0.11 0.05
-0.01 -1.01 0.23
-0.02 -0.01 -0.03
-0.03 -0.02 -0.05
0.02 0.03 0.01
0.01 -0.01 0.02
0.05 0.03 -0.30
0.00 0.00 0.00
0.00 -0.01 0.00
0.05 -0.01 0.02
-0.01 -0.02 -0.04
-0.01 -0.01 0.01
0.01 0.01 0.03
-0.05 0.00 -0.08
-0.06 -0.06 0.01
0.31 -0.02 -0.24
-0.03 0.01 0.00
0.07 0.07 -0.03
0.07 0.07 0.00
0.01 0.03 0.00
-0.20 -0.06 0.10
0.02 0.05 -0.03
-0.23 0.48 -0.28
-0.10 -0.03 -0.03
0.04 0.22 -0.19
-0.01 0.00 0.05
0.21 -0.19 -0.20
-0.07 0.01 0.12
0.01 -0.08 0.03
0.01 0.02 0.01
-0.08 0.34 0.32
0.03 0.09 0.09
0.01 -0.19 0.19
0.00 0.00 -0.01
0.03 0.12 -0.22
0.02 0.00 -0.01
0.12 -0.09 0.05
0.07 0.24 -0.21
-0.03 -0.03 0.02
-0.01 0.02 0.00
0.18 -0.10 -0.01
0.13 -0.01 -0.02
-0.01 0.01 0.00
-0.11 0.06 -0.04
-0.02 -0.01 0.02
0.04 -0.02 0.03
0.02 -0.01 0.00
-0.01 0.00 0.03
0.01 -0.01 0.00
-0.04 -0.03 0.01
0.00 0.02 -0.06
0.04 -0.06 -0.22
0.11 0.10 -0.02
-0.01 0.00 0.01
-0.19 0.19 0.07
0.11 0.14 -0.05
-0.01 -0.01 0.00
-0.01 -0.03 0.05
-0.03 0.00 -0.01
0.04 -0.07 -0.13
-0.21 0.12 0.25
-0.03 0.22 -0.16
0.33 -0.02 0.25
-0.01 0.07 -0.09
0.19 -0.10 0.20
-0.18 0.08 0.46
-0.01 0.02 0.01
0.04 -0.04 -0.06
-0.09 0.01 -0.07
-0.01 0.00 -0.02
0.00 -0.03 -0.05
0.09 -0.35 0.17
-0.20 -0.21 0.19

=====

No. 2
C31H33BO11P | ωB97M-V/def2-TZVPD

Output
E_HOMO: -3.95 eV
2S+1: 1
E: -2394.877617 a.u.
Max |F|: 1.6 eV/Å
Net charge: -1
Gap between HOMO and LUMO: 0.1268 Ha
Relative energy (zero: lowest compared OMol25 entry of this formula, charge and spin): 0.000 eV

Geometry (Å):
C (0.065388, 2.706175, 7.831649)
H (0.410604, 2.245152, -1.521718)
C (3.468031, 4.606582, -0.724047)
O (1.196895, -1.562075, -4.360255)
H (2.233683, -0.232170, 1.496787)
H (2.851343, 3.291858, 5.097933)
H (-6.170265, -0.479627, -6.081038)
H (-0.665228, 2.589791, 8.621914)
H (-5.186282, -0.509152, -3.742587)
H (0.526479, 3.362171, 0.706257)
O (1.281279, 4.203808, 9.180005)
H (-0.215780, 0.223641, -7.119843)
H (-1.938028, 0.598736, 2.479496)
H (-1.750030, -0.846986, 4.494733)
C (-1.020212, 0.088754, 2.743356)
C (2.391219, -6.551238, 3.174905)
C (0.390338, -6.219289, 5.194078)
H (-1.499957, 0.123896, -4.108732)
H (-0.843645, 1.396158, 6.434281)
C (-0.918863, -0.683211, 3.819724)
C (-4.164503, 0.220574, -5.492833)
O (0.443203, -2.063062, 5.152497)
P (0.265597, -1.574268, -5.676783)
H (-3.467644, -0.241485, -3.466520)
H (-2.635855, -0.613741, -6.740669)
C (2.409109, 4.394811, 0.297886)
H (4.165626, 4.146871, -2.673917)
C (2.107463, -5.217143, 3.764794)
C (0.993218, 2.254733, 5.607005)
C (1.404121, -0.392339, 2.173520)
H (2.419612, -1.679303, 3.513009)
C (1.504969, -1.164107, 3.251327)
O (0.048021, 1.012057, 0.862138)
C (2.277551, 3.109628, -2.261555)
H (0.852248, -4.148309, 5.218607)
C (-1.693876, 3.001710, -3.967739)
C (2.123908, 3.173632, 5.891026)
C (-0.102781, 0.116399, -6.035512)
C (1.197152, 3.625252, 8.118214)
O (1.359985, -2.108538, -6.765683)
C (-5.147491, -0.446723, -6.468227)
O (2.725096, -4.236853, 3.405890)
H (1.080171, -0.715835, -3.906581)
H (0.927279, -2.138505, -7.628746)
C (1.283550, 3.499940, -0.052312)
H (4.279578, 5.265136, -0.440316)
H (-2.844835, 1.123018, -6.887198)
O (2.477743, 4.941653, 1.382447)
H (3.031794, 4.483388, 7.288254)
H (-5.118474, 0.035931, -7.448511)
C (-1.194830, 2.244254, -4.972396)
B (-1.462941, 0.639284, -5.216990)
H (-1.058434, 3.641959, -3.350905)
C (0.137066, 0.299475, 1.837385)
H (-4.814036, -1.477054, -6.627117)
C (1.050761, -5.130878, 4.804982)
C (1.222028, 2.905821, -1.240803)
H (1.915311, -8.616915, 3.153349)
H (3.163248, -6.581590, 2.416574)
H (-0.510965, 2.752494, -5.666367)
O (0.909066, 1.674352, 4.546348)
C (-4.190101, -0.593671, -4.198052)
O (2.225574, 2.556246, -3.335894)
O (0.068782, -8.541895, 4.968958)
H (-0.383460, -6.187818, 5.950818)
C (0.672879, -7.553296, 4.610148)
C (3.407826, 4.012675, -1.912164)
C (-2.775853, 0.303864, -6.153016)
C (2.218308, 3.808108, 7.056034)
H (-4.038458, -1.654941, -4.407708)
C (1.726995, -7.634305, 3.566830)
H (0.755219, 0.714870, -5.708974)
H (-2.753545, 2.995142, -3.716839)
C (-0.029892, 2.071289, 6.667294)
H (-4.561934, 1.219852, -5.276175)
O (-0.860426, -2.521597, -5.585962)
C (0.353307, -1.363219, 4.160234)

Force components x, y, z for each atom (eV/Å):
0.00 -0.01 -0.02
0.00 0.01 -0.02
0.00 -0.02 -0.02
0.09 0.19 -0.07
-0.03 0.02 -0.03
-0.02 0.00 -0.02
-0.04 0.09 -0.09
0.01 0.02 0.01
0.00 -0.03 0.00
0.00 -0.01 0.00
0.00 0.00 0.01
-0.03 0.10 0.01
0.02 0.01 -0.06
0.02 -0.04 0.02
-0.08 -0.10 0.02
-0.01 -0.02 0.00
0.01 0.01 -0.01
0.11 -0.08 -0.02
0.01 -0.01 -0.02
-0.06 -0.04 -0.08
-0.17 -0.50 -0.16
-0.07 0.14 0.05
-0.45 -0.31 -0.01
0.13 -0.10 -0.07
0.09 -0.10 0.17
-0.02 0.01 0.00
-0.01 -0.01 -0.02
0.00 0.01 -0.01
0.04 0.04 -0.02
0.00 -0.08 0.02
-0.04 -0.06 0.02
0.07 0.00 -0.02
-0.08 -0.09 0.05
-0.09 -0.02 0.00
0.09 -0.07 -0.07
0.21 0.14 -0.21
0.00 0.02 0.01
-0.02 -0.01 0.35
0.00 0.00 -0.01
0.15 0.22 0.01
0.27 -0.05 -0.01
0.02 0.00 0.01
-0.02 -0.11 0.01
0.06 -0.13 0.16
0.12 0.19 -0.04
-0.01 0.01 0.02
0.05 -0.14 -0.15
0.02 -0.01 0.01
-0.01 0.01 0.02
-0.18 0.12 0.05
-0.83 0.05 -0.12
-0.55 0.42 -0.87
-0.29 1.13 -0.84
-0.01 0.01 0.03
-0.08 -0.03 0.01
-0.04 -0.05 0.07
-0.11 -0.05 0.01
-0.02 -0.01 0.01
0.00 0.03 -0.01
1.20 -0.36 0.91
0.07 0.08 0.07
-0.53 0.21 0.09
0.16 -0.03 -0.06
0.01 -0.01 0.01
0.00 -0.02 0.00
0.00 0.00 -0.01
0.00 0.03 0.02
-0.14 0.34 0.24
0.00 -0.01 -0.01
0.31 0.03 0.05
0.01 0.02 0.00
0.14 -0.07 -0.26
0.21 -1.11 0.99
0.01 -0.01 0.02
0.26 0.10 0.06
0.06 0.05 -0.14
-0.01 0.06 -0.03

=====

- net charge of number 2 (C31H33BO11P)?
  -1

=====

- 2S+1 of number 1 (C31H32N9OS2W)?
  3

=====

- Look up the net charge of the first one.
  +3